Entry 1:
C4H9NO | ωB97M-V/def2-TZVPD

Last column: Löwdin charge in e.
CARTESIAN COORDINATES (ANGSTROEM)
1 C -1.09727 -0.11072 0.75303  -0.19
2 C 0.25350 0.39401 0.12301  -0.42
3 C 0.44262 1.58287 -0.49137  0.00
4 C 1.52576 -0.37529 0.33673  -0.45
5 H -2.83023 -1.34244 -0.64880  0.12
6 H -1.36808 -0.44094 -1.35200  0.07
7 H -0.42009 -0.59356 1.81977  0.17
8 H -1.84876 1.02008 1.28351  0.18
9 H 1.38774 2.04646 -1.18616  0.14
10 H -0.42952 2.37677 -0.34733  0.08
11 H 1.61798 -0.68985 1.35007  0.10
12 H 2.39932 0.30662 -0.03650  0.14
13 H 0.56236 -1.75439 -0.79434  0.22
14 N -1.76766 -0.96393 -0.49206  -0.08
15 O 1.57234 -1.45569 -0.31755  -0.08

Output
* energy relative to the best compared isomer or geometry (same formula, charge and spin): 7.786 eV
* HOMO: -9.399 eV
* energy: -287.54631 Ha
* HOMO-LUMO gap: 0.371 Ha
* max |F|: 11.75 eV/A
* LUMO energy: 0.7 eV



Entry 2:
C38H59N4O6PRuSe | ωB97M-V/def2-TZVPD

Last column: Mulliken spin population.
CARTESIAN COORDINATES (ANGSTROEM)
1 Ru -0.73252 0.37348 -0.08073  3.70
2 O 2.15656 0.29688 1.05296  0.01
3 C 2.93209 0.15374 -0.11602  -0.01
4 C 2.60663 1.22693 -1.12551  0.02
5 N 1.21414 1.17849 -1.59613  -0.01
6 C 0.68988 2.54188 -1.69063  0.03
7 C 0.64352 3.11336 -0.26801  -0.01
8 O 1.01973 4.25580 -0.04937  0.01
9 O 0.21732 2.27759 0.62431  0.13
10 C 1.14202 0.43418 -2.84722  0.02
11 C -0.27255 -0.00166 -3.21365  0.02
12 O -0.48695 -0.38569 -4.36168  0.01
13 O -1.12800 0.03157 -2.26599  0.05
14 H 1.83096 1.21062 1.10989  0.00
15 H 2.73135 -0.84320 -0.51754  0.01
16 H 4.00262 0.22470 0.12158  0.00
17 H 3.29646 1.15016 -1.97803  0.00
18 H 2.79591 2.20300 -0.66935  0.00
19 H -0.32563 2.50432 -2.09684  0.00
20 H 1.31143 3.17925 -2.33186  0.01
21 H 1.71823 -0.48581 -2.72270  0.00
22 H 1.57843 0.99502 -3.68480  0.00
23 C -0.87792 -6.16364 -1.55098  0.00
24 N -0.58413 -4.86811 -2.15570  0.00
25 N 0.25248 -4.07140 -1.35891  0.00
26 C -0.21436 -2.75344 -1.33536  0.01
27 O 0.43842 -1.85261 -0.82174  0.09
28 C -1.48175 -2.78899 -2.03549  0.00
29 C -1.66541 -4.04680 -2.47123  0.01
30 C -2.84131 -4.61888 -3.18164  0.00
31 C 1.61494 -4.41985 -1.22942  0.00
32 C 2.23222 -5.23059 -2.17424  0.00
33 C 3.57123 -5.56108 -2.02243  0.00
34 C 4.29792 -5.07164 -0.94805  0.00
35 C 3.67391 -4.25428 -0.01410  0.00
36 C 2.33300 -3.93228 -0.14039  0.00
37 H 0.05968 -6.65113 -1.29135  0.00
38 H -1.39260 -6.78120 -2.28441  0.00
39 H -1.49322 -6.06518 -0.65027  0.00
40 H -2.09840 -1.92796 -2.22610  0.01
41 H -3.51205 -3.81244 -3.46845  0.00
42 H -3.39359 -5.31029 -2.54093  0.00
43 H -2.53453 -5.15699 -4.07972  0.00
44 H 1.66544 -5.58087 -3.02637  0.00
45 H 4.04969 -6.19131 -2.76127  0.00
46 H 5.34557 -5.32078 -0.84020  0.00
47 H 4.23264 -3.86382 0.82687  0.00
48 H 1.84144 -3.29421 0.57835  0.00
49 C -1.19796 0.98554 4.54828  0.01
50 C -2.36881 0.13922 4.02491  0.03
51 C -3.19659 -0.35264 5.21637  0.00
52 C -3.23470 1.09667 3.19882  0.01
53 P -1.66539 -1.20310 2.90364  0.05
54 N -1.23249 -0.65750 1.51246  0.33
55 C -3.00368 -2.52878 2.68687  0.02
56 C -3.32832 -3.40403 3.90127  0.00
57 C -4.28491 -1.80070 2.24903  0.00
58 C -2.59988 -3.44641 1.52474  0.01
59 C -0.20661 -1.99238 3.81078  0.03
60 C 0.12291 -3.30853 3.09363  0.00
61 C -0.40122 -2.28591 5.30147  0.00
62 C 1.02758 -1.09413 3.64939  0.03
63 H -1.61610 1.88137 5.01435  0.00
64 H -0.53982 1.30907 3.74004  0.00
65 H -0.60750 0.47082 5.30466  0.00
66 H -3.43202 0.51282 5.84387  0.00
67 H -2.68165 -1.07963 5.84410  0.00
68 H -4.14749 -0.78284 4.90017  0.00
69 H -3.42140 1.99024 3.80130  0.00
70 H -4.20012 0.68094 2.92295  0.00
71 H -2.72877 1.41825 2.29377  -0.02
72 H -3.60342 -2.83409 4.78893  0.00
73 H -2.50143 -4.06554 4.16052  0.00
74 H -4.18068 -4.04349 3.64668  0.00
75 H -4.76044 -1.26796 3.07155  0.00
76 H -4.99868 -2.54813 1.89136  0.00
77 H -4.09249 -1.09498 1.43832  0.00
78 H -1.99274 -4.29167 1.84493  0.00
79 H -2.05486 -2.88821 0.77243  -0.01
80 H -3.50648 -3.84629 1.06072  0.00
81 H -0.60036 -4.09379 3.30678  0.00
82 H 1.09692 -3.65644 3.44895  0.00
83 H 0.18579 -3.16315 2.01424  0.00
84 H -1.25987 -2.92420 5.51026  0.00
85 H -0.49855 -1.37544 5.89280  0.00
86 H 0.49001 -2.80880 5.66429  0.00
87 H 1.11367 -0.72595 2.63332  -0.01
88 H 1.91850 -1.69402 3.85737  0.00
89 H 1.03332 -0.25437 4.33843  0.00
90 C -2.97205 4.79370 -5.70418  0.00
91 C -3.02401 4.00931 -4.41966  0.02
92 C -3.45373 2.69165 -4.39913  -0.01
93 C -3.48983 1.94129 -3.22579  0.02
94 C -3.98944 0.52745 -3.30331  0.01
95 C -3.06862 2.53151 -2.02592  0.07
96 Se -3.06458 1.53219 -0.38689  0.32
97 C -2.67989 3.88200 -2.01628  0.00
98 C -2.32043 4.62323 -0.75588  0.01
99 C -2.65544 4.58960 -3.21462  -0.01
100 H -3.15302 4.14815 -6.56402  0.00
101 H -1.99787 5.26737 -5.83962  0.00
102 H -3.72359 5.58747 -5.71784  0.00
103 H -3.76170 2.21871 -5.32648  0.00
104 H -4.48859 0.36266 -4.25976  0.00
105 H -4.68874 0.31645 -2.49147  0.00
106 H -3.15950 -0.17238 -3.20885  -0.01
107 H -1.96010 3.96216 0.02833  -0.01
108 H -3.20570 5.13325 -0.36389  0.00
109 H -1.55453 5.37254 -0.95526  0.00
110 H -2.32515 5.62445 -3.19766  0.00

Output
* net charge: -1
* <S²>: 8.763
* energy relative to the best compared isomer or geometry (same formula, charge and spin): 0.275 eV
* multiplicity: 6
* HOMO (alpha / beta): -3.754 / -4.474 eV
* energy: -4991.59611 Ha
* HOMO-LUMO gap (alpha / beta): 0.220 / 0.246 Ha
* max |F|: 0.47 eV/A
* LUMO energy (alpha / beta): 2.2 / 2.2 eV



Entry 3:
C2H4N6O | ωB97M-V/def2-TZVPD

Last column: Löwdin charge in e.
CARTESIAN COORDINATES (ANGSTROEM)
1 N -0.89407 2.02986 -0.17944  0.13
2 C -1.19504 0.76320 0.09009  -0.36
3 N -2.39682 0.12104 0.19051  0.00
4 N -2.19480 -1.19798 0.08764  -0.09
5 N -0.96582 -1.55071 -0.19096  0.04
6 N -0.16726 -0.31291 -0.01590  -0.07
7 N 1.23254 -0.33759 -0.29675  0.02
8 C 2.41145 -0.07377 0.51843  -0.26
9 O 3.47444 0.03168 -0.14167  -0.03
10 H 0.07052 2.33578 -0.11829  0.10
11 H -1.70955 2.74064 0.01620  0.17
12 H 1.81281 -0.55506 -1.23539  0.20
13 H 2.43589 -0.17337 1.65391  0.15

Output
* energy relative to the best compared isomer or geometry (same formula, charge and spin): 2.252 eV
* HOMO: -9.515 eV
* energy: -482.24737 Ha
* structure (SMILES): Nc1nnnn1NC=O
* HOMO-LUMO gap: 0.360 Ha
* max |F|: 5.39 eV/A
* LUMO energy: 0.3 eV



Entry 4:
C21H26BO7Re | ωB97M-V/def2-TZVPD

Last column: Löwdin charge in e.
CARTESIAN COORDINATES (ANGSTROEM)
1 Re 1.37973 0.98178 0.48423  1.47
2 O 4.00413 0.95458 3.62553  0.06
3 C 2.98413 0.80808 2.87733  -0.53
4 O 2.87373 0.97258 1.63463  -0.18
5 C 1.79223 0.17178 3.58213  -0.09
6 C 1.49033 -0.99162 2.64023  -0.21
7 C 0.54303 -1.99112 3.30513  -0.08
8 C -0.77837 -1.22842 3.30423  -0.09
9 C -0.38607 0.09148 2.63933  -0.21
10 O 0.60803 -0.35392 1.68943  -0.29
11 C 0.46963 0.93508 3.58173  -0.09
12 C 0.42483 2.28518 2.87653  -0.54
13 O 0.04033 3.24168 3.62393  0.05
14 O 0.62403 2.27138 1.63413  -0.20
15 H 2.07283 -0.17602 4.58243  0.17
16 H 2.34153 -1.47692 2.15223  0.18
17 H 0.44373 -2.89342 2.69123  0.12
18 H 0.86803 -2.29002 4.30593  0.13
19 H -1.50937 -1.76602 2.68953  0.09
20 H -1.20107 -1.09622 4.30443  0.13
21 H -1.23167 0.58578 2.15043  0.19
22 H 0.02743 1.00418 4.58173  0.17
23 C 0.57923 2.36788 -0.90187  0.11
24 C 0.00993 3.35358 -1.88757  -0.30
25 C 0.74473 3.71078 -3.01827  -0.04
26 C 0.21693 4.62568 -3.93367  -0.07
27 C -1.04507 5.18018 -3.71417  -0.08
28 C -1.78037 4.82288 -2.58287  -0.07
29 C -1.25127 3.90788 -1.66837  -0.04
30 H 1.72713 3.27908 -3.18907  0.12
31 H 0.78943 4.90438 -4.81527  0.11
32 H -1.45647 5.89248 -4.42647  0.11
33 H -2.76357 5.25528 -2.41237  0.11
34 H -1.82367 3.62978 -0.78767  0.12
35 C 0.28253 -3.99922 -1.22327  -0.01
36 C 0.15393 -2.52232 -1.64967  -0.52
37 C 0.32483 -2.46572 -3.19497  -0.01
38 O 1.19033 -1.76892 -1.07427  0.04
39 B 0.55143 -0.45242 -0.94997  -0.47
40 O -0.90067 -0.45912 -1.16927  0.04
41 C -1.17407 -1.83662 -1.14727  -0.51
42 C -2.39747 -2.14102 -2.03617  -0.01
43 C -1.54877 -2.22492 0.31193  -0.01
44 H 1.24563 -4.42042 -1.58377  0.10
45 H -0.54777 -4.60372 -1.64617  0.10
46 H 0.28333 -4.10452 -0.11917  0.08
47 H 1.32183 -2.86252 -3.48407  0.10
48 H 0.25193 -1.42372 -3.57307  0.10
49 H -0.44217 -3.08342 -3.70807  0.09
50 H -2.24347 -1.78392 -3.07487  0.09
51 H -3.29497 -1.61312 -1.64797  0.10
52 H -2.60877 -3.23132 -2.05347  0.10
53 H -0.71127 -2.02272 1.01313  0.06
54 H -1.82147 -3.29882 0.38573  0.10
55 H -2.42597 -1.63312 0.65163  0.11
56 H 2.68283 0.98178 -0.64557  0.05

Output
* energy relative to the best compared isomer or geometry (same formula, charge and spin): 0.000 eV
* HOMO (alpha / beta): -8.166 / -7.946 eV
* energy: -1445.48323 Ha
* HOMO-LUMO gap (alpha / beta): 0.255 / 0.248 Ha
* max |F|: 13.84 eV/A
* LUMO energy (alpha / beta): -1.2 / -1.2 eV



Entry 5:
C5H5NO | ωB97M-V/def2-TZVPD

Last column: Löwdin charge in e.
CARTESIAN COORDINATES (ANGSTROEM)
1 N 0.52491 -1.64669 -2.34166  0.15
2 C 0.34336 -0.70330 -1.69633  -0.21
3 C 0.12163 0.50437 -0.94074  -0.19
4 C 0.78283 0.73723 0.47482  -0.06
5 C -0.66513 0.45800 0.33462  -0.21
6 C -0.94528 -0.89894 0.91318  -0.23
7 O -1.86821 -1.10625 1.66057  0.08
8 H 0.77357 1.32400 -1.18283  0.13
9 H 1.50750 0.00948 0.79860  0.12
10 H 1.00494 1.78552 0.70448  0.12
11 H -1.39906 1.21135 0.58594  0.15
12 H -0.18105 -1.67478 0.68935  0.14

Output
* energy relative to the best compared isomer or geometry (same formula, charge and spin): 2.734 eV
* HOMO: -10.402 eV
* energy: -323.41922 Ha
* structure (SMILES): N#C[C@@H]1C[C@@H]1C=O
* HOMO-LUMO gap: 0.405 Ha
* max |F|: 2.54 eV/A
* LUMO energy: 0.6 eV